This record from OMol25 describes a structure of composition HO4PS2 at a distorted geometry. The level of theory is ωB97M-V/def2-TZVPD.

```
! wB97M-V def2-TZVPD RIJCOSX def2/J DEFGRID3
* xyz 0 3
P -0.22050 0.65508 -0.33969
H -1.76491 0.30850 -1.70605
O 0.23697 -0.86785 0.00991
S -0.02338 1.32134 1.57914
O -1.68723 0.42914 -0.73050
O 0.55236 1.24473 -1.45750
O 1.49425 -2.23498 1.50679
S 1.41244 -0.85597 1.13788
*
```

**HOMO (spin up / spin down)**: -8.82 / -10.69 eV
**F_max**: 2.8 eV Å⁻¹

This record from OMol25 describes a structure of composition C2H4ClP at a distorted geometry. The level of theory is ωB97M-V/def2-TZVPD.

```
! wB97M-V def2-TZVPD RIJCOSX def2/J DEFGRID3
* xyz 0 1
H -0.01625 1.48214 -0.13528
H -1.02448 -0.68890 1.00083
C 0.54839 0.63671 0.01969
H 0.52955 -1.19319 1.32459
C -0.00163 -0.62516 0.62276
P 0.30639 -0.70844 -1.20814
Cl -2.06476 0.38743 -1.81883
H 1.72279 0.70942 0.19439
*
```

**HOMO**: -10.06 eV
**F_max**: 5.0 eV Å⁻¹

This record from OMol25 describes a cluster of 16 separate species, C80H208N16O24 in total at a distorted geometry. The level of theory is ωB97M-V/def2-TZVPD.

```
! wB97M-V def2-TZVPD RIJCOSX def2/J DEFGRID3
* xyz 0 1
H 15.37519 17.69766 15.92889
C 24.64990 20.19804 25.59020
H 19.41940 26.54566 26.01548
H 15.54483 22.08463 13.74883
H 20.56142 15.10067 24.52565
C 15.02561 19.82397 23.60926
H 18.98965 14.18025 21.74796
H 13.88316 14.23615 17.97409
H 15.87357 21.10488 16.24418
H 14.61430 21.06664 32.72386
C 15.01454 21.82578 30.62816
H 18.75366 13.85529 24.36807
C 16.69768 17.53053 21.24962
H 20.74660 24.78783 33.20457
H 26.12928 21.56213 26.25977
H 22.97594 22.98119 29.33122
O 20.25008 15.18934 16.76091
H 12.50122 17.92205 27.46607
H 21.06350 19.94769 24.88248
H 18.59207 20.76124 31.87002
H 22.34951 25.40883 35.54393
N 18.03306 26.84066 27.66022
C 18.58494 28.01867 28.30470
C 18.69296 15.37938 25.64804
H 11.85190 10.68506 19.00791
H 17.34521 22.59116 13.32449
H 17.97055 27.17195 32.58259
C 14.12642 19.18480 27.68373
C 21.65070 14.59114 29.47332
O 12.58653 19.56068 34.09906
C 22.14632 22.26057 31.10836
H 11.21647 10.62419 20.76632
H 18.62832 14.33863 15.65610
H 16.49513 17.78774 25.86883
H 21.28499 13.45841 16.22293
H 16.21492 31.23815 26.62195
H 16.70211 18.11810 27.58020
H 19.54032 20.72334 22.61354
H 16.37507 26.12591 22.44228
H 18.24116 25.64691 33.35050
H 23.92776 21.67718 22.36706
C 18.08368 24.26094 21.49131
H 18.35381 16.07864 14.33015
O 24.56593 19.86403 23.19585
C 19.18804 20.48326 25.56509
H 14.35784 17.15623 18.22271
O 15.19327 23.16199 31.06098
C 24.07723 20.59776 22.09351
H 22.41697 23.17438 31.64942
H 15.06808 30.26732 27.52285
C 18.05211 30.80611 22.75062
O 19.74177 22.41339 31.46578
H 24.78414 20.53341 21.31592
N 17.51963 22.60958 18.03593
C 22.34970 26.46340 35.12734
H 15.48281 14.96054 18.47455
H 15.61953 28.51352 19.57421
H 22.52844 17.45944 26.45935
H 15.00263 23.86470 29.10722
C 14.03305 16.10695 24.50358
H 21.94157 21.56989 28.99224
C 17.39115 28.93128 24.03177
H 16.90800 25.67916 18.04618
H 21.59800 10.54591 30.11949
H 12.58956 20.29420 25.63880
H 16.53788 13.15363 24.25435
H 10.96779 19.67778 28.39007
H 14.16181 17.19663 14.80840
C 18.60669 21.87152 32.06946
C 21.83014 19.81620 18.61950
C 19.07086 26.00931 26.96548
C 26.00067 25.06500 25.67519
H 20.85830 19.49955 16.25206
C 20.90758 21.63332 31.76041
H 18.12747 28.02988 22.25573
C 18.28008 16.86591 15.12182
C 17.10129 15.15691 21.29341
C 18.49902 24.63396 26.66483
H 24.82680 25.94505 27.23312
N 13.92813 19.73782 31.33790
H 14.49238 20.22861 27.40955
O 18.11871 17.28476 29.46852
H 22.99678 17.20508 16.95943
H 22.06340 14.52778 28.44631
C 12.19937 19.33717 25.97336
H 17.47218 27.21235 26.91638
C 16.80045 23.70835 25.32632
H 22.29442 19.53320 19.58555
O 20.48134 19.35102 18.62353
H 19.16915 27.66109 29.14193
H 21.19789 16.93609 30.51983
C 12.92573 12.66657 20.19707
C 23.74152 20.35632 26.82664
H 18.03228 26.87033 23.57655
H 23.45403 19.33460 27.08629
O 19.35249 15.86580 20.49562
H 20.43465 13.48565 17.86969
C 15.72280 14.75023 25.37971
H 21.45104 22.15062 23.55411
H 16.23136 23.94351 19.75098
H 17.19308 28.51265 20.39895
C 20.48214 16.77263 29.77456
C 16.19485 18.43822 26.65314
H 23.16054 25.10496 24.86592
O 22.50183 12.41521 30.05233
H 18.79837 22.03088 16.50078
H 22.69086 28.82566 24.71577
H 23.26953 10.58686 30.23285
H 12.14344 13.16421 20.76931
H 15.23683 28.73199 22.00849
H 22.82591 21.02074 26.65296
O 17.01094 30.09091 23.37267
H 22.20081 20.52177 15.89189
H 13.57651 18.09401 16.24896
H 16.02209 21.33509 30.60217
H 20.68687 20.67055 31.34551
H 17.73849 17.78435 21.53126
C 13.91882 16.28288 17.82065
H 18.39569 22.93052 18.50504
H 14.49088 17.08999 24.66643
H 12.13123 20.76526 28.43181
H 20.32978 19.23263 20.66031
H 18.84017 15.73168 22.45202
H 18.97968 25.76750 30.48614
H 18.88510 18.86978 19.70270
C 16.57131 22.07945 19.00290
C 13.94197 18.71322 32.35186
C 20.60316 22.03444 24.27283
H 22.77757 16.02128 25.64478
H 17.47997 24.20640 22.38802
H 19.19194 17.50256 17.36017
H 17.96855 21.12217 27.70207
O 14.76367 18.25437 26.82642
H 18.24603 24.13446 27.60812
H 16.66403 17.53937 20.18080
N 19.80174 25.59505 31.03909
H 24.21592 23.21292 26.28347
H 17.87409 31.83461 22.89720
C 21.31328 13.24454 30.11510
H 14.80033 18.67541 21.28253
H 23.68101 19.58951 17.68552
H 20.63951 16.98004 21.71356
H 18.45913 14.25086 17.39036
O 16.43569 26.68932 19.79121
H 16.95145 15.86992 16.40649
H 16.90026 15.05436 20.19890
H 15.82966 24.89773 30.13079
H 20.34339 27.38925 31.94409
H 23.21149 24.13284 27.31955
H 21.94100 20.89955 18.56395
C 19.97185 26.42795 32.25932
C 17.90942 21.63062 16.97399
H 18.05228 26.99273 18.58240
H 11.50392 20.35942 35.70632
C 16.12207 30.58131 27.44284
H 19.97475 25.89872 27.58315
H 16.29844 16.28055 22.71804
N 22.68680 17.71032 17.77425
H 18.17851 20.60129 17.28491
C 20.64269 16.29079 20.84552
H 18.87415 19.57337 28.11872
H 16.44678 27.40809 17.89893
O 17.45079 24.87618 25.76593
H 22.01252 25.86558 32.49233
H 14.11801 17.72529 31.85699
H 19.03246 27.07170 34.02678
H 26.02329 24.33283 24.86200
C 11.66496 19.40563 35.17957
H 14.36836 19.12412 28.75922
H 21.90478 27.66442 25.80777
H 19.76978 22.58028 23.89132
H 16.21722 31.17678 28.37357
O 19.76850 21.03068 26.72754
H 18.76710 19.51884 23.36720
H 20.54756 12.70556 29.54419
H 23.31443 26.67784 34.62758
H 14.58571 27.25989 21.49637
C 15.84311 18.66267 21.72678
C 18.98688 20.66377 27.87129
H 17.65412 22.26548 31.66574
C 12.66572 19.01973 27.41800
H 19.05706 30.71401 23.08784
H 16.76656 14.17983 21.75456
O 14.26565 16.13117 16.48436
C 18.02342 16.17568 16.45380
H 18.32878 29.17675 24.55823
H 21.98840 14.38301 17.52876
C 21.95918 19.49466 16.18497
H 16.47084 23.19537 26.20328
C 18.67081 15.24250 21.48491
C 14.21762 13.51012 20.47816
C 19.74309 19.52623 19.76912
H 20.69199 17.41553 28.91169
C 14.16782 21.11096 31.69541
H 16.19006 17.68602 29.51200
H 18.54054 22.01121 33.18580
H 14.37430 13.48069 21.50456
H 24.25103 20.71989 27.76154
H 15.07345 14.30217 26.10860
H 10.65194 19.10715 34.80997
C 15.72749 23.85996 29.94032
H 19.97947 15.30318 28.47157
H 13.35917 15.76246 25.34838
H 16.33544 19.48969 26.45610
C 16.61169 23.01338 20.17944
H 26.06092 21.32171 24.56143
C 17.42238 28.91624 28.59610
H 16.15279 23.77512 13.65428
H 12.53754 9.43789 20.18750
H 21.10245 21.60768 32.84906
H 18.03147 16.21942 25.92608
C 19.97121 15.88787 25.06687
C 21.00393 14.06099 17.11541
H 15.04374 13.01741 19.93216
O 20.81463 16.46775 26.03976
H 16.71092 16.69225 30.93676
C 16.89610 21.49098 15.90675
H 18.02053 30.63578 21.67217
C 14.42250 14.99164 18.52871
H 21.24634 15.38522 21.04786
H 23.17598 20.00409 21.83089
O 21.26346 26.71302 34.20507
H 22.13060 17.35882 24.68142
C 16.40995 22.76237 13.90954
N 16.26617 27.09470 22.68679
H 26.19240 26.09004 25.29471
H 19.23342 17.46666 15.07003
C 22.12637 16.88724 25.64483
H 17.13064 20.79358 15.06195
H 23.13601 19.20708 24.36281
H 15.82918 23.94302 24.83703
H 14.72794 18.83346 33.10421
H 17.37812 23.13161 24.55906
H 17.42622 17.50053 14.89722
H 20.89768 13.29568 31.15239
N 20.37861 15.35978 29.45165
O 23.74136 27.12777 25.19889
O 16.72263 22.78091 15.31586
C 16.20395 28.03610 20.36562
H 22.15255 27.17424 35.90715
C 22.05851 22.47882 29.61052
H 12.71088 17.50946 33.76433
C 19.21781 17.34373 30.35876
N 24.16256 23.96241 26.98264
C 14.35384 17.35434 15.88334
H 23.12248 21.02912 32.36146
N 16.28136 16.25751 21.75209
N 11.95962 19.77114 28.41613
H 14.80328 19.70879 24.63784
H 14.61337 15.52762 20.45569
C 23.77951 20.06201 24.32226
H 19.47291 18.38373 30.64345
C 22.42978 11.12975 30.56494
H 19.92414 24.62053 31.24621
C 12.67505 18.50011 33.21133
N 18.10108 14.52770 24.67203
C 16.98886 26.70421 18.47731
H 21.96861 27.31743 24.08194
H 12.10669 18.67535 35.83286
H 14.48099 21.65320 29.61947
C 18.72567 26.58330 33.09683
N 25.50119 21.37203 25.46365
C 18.83724 14.88832 16.52785
C 23.48443 25.83841 25.63443
H 18.36908 16.59180 18.43929
H 19.12714 24.31627 21.71878
N 23.17423 21.29612 31.38773
H 19.57122 20.60617 19.78991
C 22.61667 19.17391 17.55463
H 19.25908 28.52191 27.66390
H 16.55859 28.35484 29.03369
C 21.08835 25.86445 33.03255
H 15.60677 20.74462 23.40569
H 11.12970 19.45310 25.95355
H 15.92115 22.64686 20.94249
H 19.38769 21.09730 28.84134
H 21.73355 17.32585 17.96011
H 22.40531 11.10476 31.69424
H 26.75231 24.81802 26.38061
H 25.23705 19.23524 25.65697
H 18.97022 16.93646 31.34184
H 13.19773 19.56908 30.64255
C 15.52388 27.78880 21.66764
O 13.11493 11.32093 20.66309
C 16.94007 17.56181 30.24229
C 22.49072 27.77899 24.90006
H 21.27117 23.14575 29.33182
H 17.00695 13.12978 25.89610
H 18.86524 19.43606 25.72301
H 18.33656 21.07752 25.27310
H 19.31133 24.00699 26.27582
H 16.09223 15.68994 25.89942
H 17.62515 29.69901 29.36011
C 17.52846 27.71864 23.12956
H 16.34906 19.55908 21.42180
H 22.42117 15.13122 30.00740
C 20.22676 20.52716 24.49925
H 22.66558 25.91574 26.39225
C 12.13829 10.47514 20.09296
H 12.67386 12.75075 19.12364
C 16.87997 13.83703 25.02000
H 14.06836 19.93157 23.01655
O 14.97528 15.12835 24.27052
C 24.62648 25.20692 26.43554
H 23.17505 21.04084 24.27062
H 19.78884 16.60843 24.20415
H 13.22553 21.70494 31.88941
H 21.00522 16.85167 19.98050
O 15.78717 18.71708 23.19499
H 12.81706 16.40250 17.73578
H 16.70619 23.40577 29.58136
O 17.91778 23.09246 20.66626
H 24.09183 21.35722 31.01292
H 12.42700 18.59608 25.22624
H 13.51487 16.22112 23.59961
N 19.71583 19.92598 23.23236
H 15.50558 22.26524 18.57510
H 18.92247 14.81126 26.56489
O 16.98969 29.45090 27.32719
N 14.00468 14.85447 19.89304
H 16.59746 28.68487 24.71330
H 20.96070 22.52780 25.17137
N 18.28409 17.14408 17.53344
H 16.77091 21.06215 19.25647
H 11.77532 18.44185 32.56389
H 22.38774 18.83984 15.41835
H 17.11560 18.43268 30.83246
H 17.81294 25.13016 20.95591
*
```

**HOMO**: -8.43 eV
**F_max**: 4.0 eV Å⁻¹